A 10-piece molecular cluster, C70H158N10O10 overall at a distorted geometry, computed with wB97M-V/def2-TZVPD.

Positions of all 248 atoms, in Å:
O  0.30  0.65  -1.70
O  3.49  -3.56  0.91
O  -0.76  -6.09  2.02
O  -1.49  1.96  5.26
O  -4.31  -0.63  1.83
O  4.57  2.24  -5.65
O  6.76  0.17  4.69
O  -0.04  -4.18  -1.67
O  -6.20  0.96  -2.43
O  0.36  7.14  -0.26
N  5.85  1.22  4.60
N  0.34  6.24  0.89
N  6.15  -4.65  0.21
N  1.24  -1.04  1.45
N  -4.70  0.51  1.04
N  -0.96  -4.89  -2.57
N  4.81  1.03  -5.00
N  0.54  -1.11  4.78
N  -1.26  -2.43  2.54
N  -6.63  0.43  -3.72
C  -2.67  1.63  2.04
C  -6.13  -1.06  -5.50
C  -3.81  2.58  0.06
C  -4.81  3.34  0.85
C  4.05  -0.07  -5.79
C  3.83  -1.28  -3.56
C  -2.50  -5.70  -0.89
C  2.59  -4.13  0.00
C  -4.20  -0.13  -4.27
C  0.89  4.02  1.65
C  4.60  -0.19  -2.86
C  -0.55  -4.69  1.95
C  -7.99  2.33  -3.86
C  4.70  -0.22  -7.13
C  -2.97  -4.21  2.42
C  -6.36  0.13  -6.50
C  3.45  1.69  4.06
C  2.57  7.30  1.68
C  -7.44  1.03  -5.90
C  2.34  0.80  0.34
C  -1.66  -4.80  -4.94
C  4.28  -1.32  -5.04
C  -5.81  1.18  1.72
C  3.33  2.14  5.55
C  4.63  2.81  5.99
C  0.85  4.94  0.42
C  1.10  -0.01  0.52
C  2.97  1.87  -3.37
C  0.39  8.21  2.28
C  -3.43  1.29  0.75
C  0.78  -5.18  -4.25
C  5.79  1.82  5.95
C  2.62  0.28  -5.93
C  -7.09  0.24  1.60
C  -1.57  -3.79  2.81
C  1.59  4.63  2.85
C  -0.31  -2.96  -4.12
C  4.67  0.78  3.87
C  -5.68  1.38  3.22
C  0.61  -0.47  -0.85
C  -5.71  -1.69  -3.10
C  -6.90  1.59  -4.61
C  -0.19  4.35  -0.55
C  -5.66  -0.58  -4.12
C  -1.05  -0.61  6.51
C  5.39  2.24  -2.92
C  -5.70  2.58  -4.71
C  2.22  5.05  -0.16
C  -3.41  -5.21  -3.16
C  -0.59  -0.28  5.12
C  -2.50  0.41  -0.11
C  -0.34  0.27  -2.89
C  5.59  0.81  7.09
C  -2.58  -3.22  -1.55
C  -1.28  3.37  5.13
C  5.15  -5.40  0.87
C  4.18  -0.60  4.19
C  -0.58  -4.46  -3.97
C  4.22  -4.47  1.73
C  4.40  1.19  -3.54
C  -6.05  2.50  1.03
C  1.07  6.94  1.96
C  -2.41  -4.68  -2.02
C  0.34  -6.87  2.39
C  5.80  -6.46  1.73
C  5.19  0.66  2.34
C  0.96  5.99  3.10
C  -3.08  -4.47  -4.47
C  7.14  2.55  6.11
C  -0.27  1.23  4.99
H  -6.19  3.48  -5.03
H  1.20  -1.11  5.50
H  0.54  -2.60  -3.48
H  6.80  -4.14  0.82
H  4.41  -0.03  -1.76
H  1.09  -5.08  -5.31
H  -3.09  -5.26  2.59
H  5.39  2.66  -5.80
H  -1.40  -4.04  3.86
H  -4.23  -1.31  1.17
H  -1.42  -4.29  -5.86
H  5.26  -1.67  -5.20
H  4.54  3.16  7.02
H  6.40  1.87  -3.16
H  4.20  -1.04  -7.61
H  6.15  0.21  2.47
H  -6.39  2.14  0.07
H  -4.97  4.29  0.24
H  -6.73  -1.90  -2.96
H  3.18  0.21  -0.08
H  1.24  3.05  1.27
H  3.99  -2.31  -3.16
H  -0.49  -0.18  7.29
H  3.46  -5.13  2.24
H  6.46  0.21  7.31
H  5.45  1.44  7.93
H  2.69  7.52  0.65
H  -1.43  -0.60  4.50
H  -0.81  -4.33  0.95
H  0.45  8.47  3.36
H  -2.11  -0.28  0.61
H  2.65  4.72  2.56
H  -1.77  0.95  -0.63
H  -2.35  -3.09  -0.46
H  3.00  5.40  0.49
H  2.27  -5.13  0.25
H  -1.65  -5.91  -5.20
H  -6.77  0.52  -1.76
H  -8.38  3.09  -4.50
H  -3.64  -2.87  -1.68
H  -7.53  2.79  -2.99
H  -1.99  -1.92  2.12
H  6.36  -7.14  1.12
H  0.44  -4.39  2.09
H  -1.12  4.35  0.04
H  2.46  2.82  5.68
H  5.67  -3.94  -0.36
H  0.93  -0.90  3.86
H  -3.55  -5.54  -0.56
H  -3.67  -3.68  3.06
H  -3.17  -0.02  -0.82
H  2.72  8.16  2.30
H  0.73  -6.58  3.37
H  -7.94  0.61  2.31
H  -7.50  0.09  0.60
H  -7.03  -1.63  -5.40
H  1.67  -3.53  -0.09
H  -0.47  3.67  5.83
H  7.13  3.26  6.98
H  -3.99  0.36  -5.22
H  1.57  -4.82  -3.64
H  -8.37  0.45  -5.76
H  2.66  1.18  1.28
H  -0.04  -7.94  2.45
H  2.93  1.24  6.05
H  -1.43  -0.01  -2.72
H  -5.13  0.56  3.79
H  -0.36  1.15  -3.58
H  -1.23  -2.42  -3.85
H  -0.54  7.35  -0.42
H  1.37  6.48  3.98
H  -3.17  -3.37  -4.27
H  -5.37  0.62  -6.56
H  6.35  -0.51  5.21
H  -1.03  -1.72  6.62
H  -3.24  -6.28  -3.32
H  4.54  0.02  1.81
H  2.94  -4.20  -1.08
H  3.31  6.60  2.04
H  -2.68  0.82  2.75
H  -2.12  -0.37  6.62
H  -3.87  0.46  -3.40
H  -2.32  -6.65  -1.42
H  -0.11  -2.74  -5.15
H  2.07  -1.55  1.32
H  -0.13  5.70  3.24
H  0.11  1.41  3.92
H  3.66  -0.65  5.05
H  4.69  -3.91  2.50
H  -0.66  8.03  1.94
H  -2.26  3.80  5.54
H  0.06  3.35  -0.79
H  -3.16  2.47  2.54
H  -6.55  1.68  3.71
H  2.91  2.48  -2.47
H  -1.65  1.92  1.71
H  -0.31  -1.10  -0.64
H  -7.71  1.86  -6.62
H  -0.20  3.86  1.99
H  -3.18  -4.05  1.38
H  2.07  0.20  -4.98
H  2.24  5.76  -0.98
H  -4.44  -5.12  -2.73
H  5.64  -0.48  -2.95
H  -1.97  -2.53  -2.11
H  3.05  2.58  -4.18
H  -6.86  3.04  1.54
H  0.33  0.76  0.80
H  7.84  1.70  6.21
H  -3.71  -4.81  -5.31
H  -2.91  3.17  0.08
H  2.09  1.23  -3.43
H  1.45  3.93  3.65
H  -4.37  3.63  1.77
H  6.52  -5.96  2.45
H  1.29  -1.18  -1.32
H  -5.12  -2.45  -3.50
H  -0.55  -1.99  3.07
H  -5.00  2.30  -5.47
H  -5.33  -1.63  -5.94
H  -8.84  1.67  -3.62
H  0.52  1.52  5.70
H  0.44  -1.65  1.43
H  3.72  2.57  3.51
H  7.30  3.15  5.27
H  -0.31  4.93  -1.48
H  2.17  1.70  -0.33
H  -1.83  -5.38  -0.14
H  2.62  1.34  -6.34
H  4.97  -1.31  4.34
H  2.62  1.35  3.53
H  0.65  -6.24  -3.97
H  5.10  -7.11  2.26
H  4.76  0.15  6.96
H  5.29  1.60  1.78
H  3.69  -2.06  -5.67
H  2.51  4.10  -0.49
H  -0.98  3.78  4.21
H  -6.50  -0.16  -7.52
H  -6.79  -0.73  1.93
H  -5.23  -1.24  -2.20
H  0.62  -4.80  -1.48
H  -5.03  2.28  3.38
H  4.87  3.64  5.36
H  0.10  -0.54  -3.40
H  3.52  -0.95  3.40
H  4.58  0.65  -7.74
H  5.13  3.24  -3.25
H  2.19  -0.30  -6.78
H  -5.19  2.60  -3.68
H  -4.11  2.31  -0.90
H  5.81  -0.39  -7.16
H  1.12  -6.87  1.60
H  -3.60  -1.06  -4.22
H  2.75  -1.18  -3.48
H  4.46  -5.89  0.15
H  0.68  8.99  1.60
H  5.40  2.12  -1.82

The value obtained for the largest force on an atom is 4.18 eV/A. The energy above the lowest of the compared OMol25 structures with the same formula, charge and spin is 104.77 kcal per mole. The molecular weight comes out at 1300.1 Da. The value obtained for the calculated total energy is -4061.38881 Eh. As for the SMILES: CC1(C)CCCC(C)(C)N1O.CC1(C)CCCC(C)(C)N1O.CC1(C)CCCC(C)(C)N1O.CC1(C)CCCC(C)(C)N1O.CC1(C)CCCC(C)(C)N1O.CC1(C)CCCC(C)(C)N1O.COC[C@H](C)N.COC[C@H](C)N.COC[C@H](C)N.COC[C@H](C)N.

=====

C25H28IrN5O4S3 as an isolated structure at a distorted geometry, computed with wB97M-V/def2-TZVPD.

Positions of all 66 atoms, in Å:
Ir  -0.30  -0.84  1.38
S  1.06  0.50  3.80
S  -1.54  4.84  -1.78
S  -0.62  3.47  2.03
O  -0.31  -0.09  3.31
O  1.56  0.49  0.97
O  -0.64  4.05  -2.57
O  -2.85  5.13  -2.23
N  -1.68  3.97  -0.27
N  -1.68  0.58  0.95
N  0.95  2.02  -0.59
N  -3.57  -5.18  -1.84
N  -0.31  -2.07  -0.28
C  -0.70  6.13  -0.95
C  -0.37  7.36  -1.48
C  -0.31  1.39  -0.90
C  0.39  6.60  1.14
C  -1.43  -3.76  -1.53
C  -2.62  -4.55  -1.71
C  0.79  -3.11  -2.13
C  3.12  2.22  0.47
C  -3.66  1.72  1.77
C  1.82  1.51  0.30
C  0.74  7.85  0.62
C  2.19  -0.92  3.57
C  0.36  8.22  -0.66
C  -3.42  2.79  0.97
C  0.80  0.57  5.58
C  -0.32  -3.91  -2.36
C  -2.37  2.72  -0.08
C  0.30  -0.72  6.21
C  -0.33  5.74  0.34
C  -0.87  4.42  0.71
C  -1.42  1.58  0.12
C  1.48  -2.12  2.96
C  0.76  -2.20  -1.09
C  -1.39  -2.83  -0.51
C  -2.79  0.63  1.73
H  1.09  -1.89  1.92
H  3.08  2.80  1.39
H  -4.49  1.71  2.46
H  0.67  6.32  2.15
H  -0.34  -4.62  -3.17
H  -0.16  0.32  -1.03
H  1.05  -1.51  6.18
H  1.77  0.89  5.97
H  -0.66  7.65  -2.48
H  -4.05  3.68  0.98
H  0.63  9.20  -1.03
H  1.20  2.84  -1.12
H  1.30  8.54  1.24
H  -0.62  -1.06  5.75
H  3.92  1.49  0.57
H  -0.67  1.80  -1.85
H  -2.92  2.53  -1.04
H  -2.24  -2.70  0.15
H  0.68  -2.50  3.58
H  1.61  -1.56  -0.87
H  3.34  2.89  -0.36
H  2.20  -2.92  2.79
H  0.10  -0.52  7.27
H  2.99  -0.56  2.92
H  0.10  1.40  5.71
H  1.67  -3.19  -2.75
H  2.62  -1.15  4.54
H  -2.96  -0.22  2.37

The value obtained for the largest force on an atom is 1.32 eV/A. The energy above the lowest of the compared OMol25 structures with the same formula, charge and spin is 76.34 kcal per mole. Its spin multiplicity is 2. As for the charge: +3. The molecular weight comes out at 750.9 Da. The value obtained for the calculated total energy is -2842.02941 Eh.

=====

A 2-piece molecular cluster, C6H9NO2 overall at a distorted geometry, computed with wB97M-V/def2-TZVPD.

Positions of all 18 atoms, in Å:
O  2.23  -1.49  0.19
O  2.07  0.45  1.27
N  0.10  1.97  -0.42
C  -0.85  0.04  1.58
C  -0.15  -0.76  0.57
C  0.23  0.91  -1.19
C  1.52  -0.42  0.64
C  -1.53  -0.71  -1.55
C  -0.46  -0.34  -0.84
H  -0.09  2.94  -0.63
H  -0.41  1.40  0.97
H  -0.83  -0.41  2.57
H  -1.87  0.35  1.36
H  -1.78  -0.23  -2.50
H  3.17  -1.27  0.36
H  1.02  0.84  -1.94
H  -2.25  -1.41  -1.14
H  -0.13  -1.84  0.68

The value obtained for the largest force on an atom is 3.66 eV/A. The energy above the lowest of the compared OMol25 structures with the same formula, charge and spin is 118.91 kcal per mole. The molecular weight comes out at 127.1 Da. The value obtained for the calculated total energy is -439.08686 Eh.

=====

A 2-piece molecular cluster, C2H3ClF2S overall at a distorted geometry, computed with wB97M-V/def2-TZVPD.

Positions of all 9 atoms, in Å:
Cl  0.17  2.46  0.10
S  0.14  -1.82  -0.80
F  -0.32  0.19  2.05
F  1.72  0.53  0.60
C  0.47  0.75  0.23
C  -0.38  -0.15  -0.67
H  -1.38  -0.30  -0.27
H  0.09  -1.99  0.52
H  -0.52  0.33  -1.77

The value obtained for the largest force on an atom is 3.52 eV/A. The energy above the lowest of the compared OMol25 structures with the same formula, charge and spin is 62.16 kcal per mole. The molecular weight comes out at 132.6 Da. The value obtained for the calculated total energy is -1136.01477 Eh.